The following is a DFT calculation (wB97M-V/def2-TZVPD) of a structure of composition CHCl2NO2.

Structure (ORCA input):
```
! RIJCOSX wB97M-V def2-TZVPD def2/J DEFGRID3
* xyz 0 1
Cl -0.34 0.14 -1.86
Cl -1.45 -1.81 0.30
O 1.01 0.72 1.40
O -0.86 1.35 0.53
N 0.06 0.60 0.61
C 0.27 -0.38 -0.42
H 1.31 -0.62 -0.54
*
```

As for the energy: -1164.14129 Ha. The calculation puts the gap between HOMO and LUMO (alpha / beta) at 8.531 / 8.530 eV. As for the energy above the lowest of the compared OMol25 structures with the same formula, charge and spin: 91.8 kcal per mole. The calculation puts the largest force on an atom at 3.09 eV Å⁻¹.